[1]
{"formula": "C4H8O2SSi", "method": "ωB97M-V/def2-TZVPD", "elements": ["C", "C", "C", "C", "O", "O", "Si", "S", "H", "H", "H", "H", "H", "H", "H", "H"], "xyz": [[2.0374, 0.4642, -0.0176], [2.2983, -1.0399, 0.0755], [-1.7092, 0.6167, -1.5545], [-1.3542, 0.0654, 1.6248], [2.9756, 1.2525, -0.1137], [0.7727, 0.7844, 0.0603], [-0.5820, -0.1139, -0.1447], [0.4438, -2.0688, -0.4343], [3.0781, -1.4415, -0.7261], [2.4947, -1.3458, 1.0375], [-1.1415, 1.1845, -2.2920], [-2.4626, 0.0244, -2.1829], [-2.3404, 1.2849, -1.1094], [-1.5920, 1.1862, 1.6875], [-2.2856, -0.4765, 1.8659], [-0.6332, -0.3768, 2.2237]], "forces_ev_per_angstrom": [[4.1473, -1.2310, -0.0083], [2.4288, 1.5992, -3.6921], [1.0098, -2.4916, -1.5987], [-2.1354, 0.9746, -2.6815], [-2.2871, -0.6938, -0.0680], [-0.8596, 2.0254, -0.1601], [-1.6325, -0.8168, 0.1250], [-2.5436, -0.1852, -0.4085], [-1.5078, 1.0147, 1.9157], [0.4208, -0.8790, 2.1605], [0.3228, -0.0622, 0.1143], [1.4432, -0.0034, 1.1103], [-1.5112, 2.0724, 1.6181], [0.8386, -1.5808, 0.4446], [0.2567, 0.2243, -0.5544], [1.6092, 0.0331, 1.6832]], "lowdin_charge": [-0.614, -0.272, -0.159, -0.153, 0.075, -0.113, 0.327, 0.617, 0.110, 0.016, 0.030, 0.066, -0.027, 0.073, 0.035, -0.013], "e_tot_ha": -995.2867, "multiplicity": 3, "max_force_ha_per_bohr": 0.0914, "gap_ev": [6.30, 6.71], "lumo_ev": [0.45, -3.11]}



[2]
{"formula": "Cu2F2O8P2Pb3", "method": "ωB97M-V/def2-TZVPD", "elements": ["Cu", "Cu", "Pb", "Pb", "Pb", "P", "O", "O", "O", "O", "P", "O", "O", "O", "O", "F", "F"], "xyz": [[-8.8088, 20.4529, 14.6528], [-12.0880, 18.7888, 16.4292], [-12.3069, 17.1091, 12.8212], [-8.8593, 16.7864, 14.5533], [-11.8312, 20.6282, 12.7366], [-11.5883, 21.9645, 15.6895], [-10.1912, 22.2892, 15.0359], [-12.4776, 20.8781, 14.9347], [-11.9846, 23.4638, 15.8468], [-11.4075, 21.5208, 17.1288], [-10.6406, 14.5462, 14.0459], [-10.6899, 14.7122, 12.5527], [-11.0102, 15.9336, 14.4520], [-9.3511, 14.3606, 14.4303], [-11.5875, 13.4876, 14.5976], [-10.5493, 18.8306, 13.8944], [-7.6322, 18.9161, 13.4404]], "forces_ev_per_angstrom": [[-0.6077, 0.5938, -0.6731], [0.3968, 1.7101, -0.2699], [1.4914, -1.9047, 0.8428], [-0.2088, -0.3866, -0.3546], [0.5234, -0.0650, 2.0840], [1.9032, 5.5445, 1.7418], [1.2186, -4.0431, -2.0805], [0.1489, -0.5643, -1.6414], [-1.9513, -1.9679, -0.8211], [-0.4691, -2.8814, 0.7781], [-12.5477, -6.8453, -3.7493], [-1.1127, 1.6179, -4.1685], [-2.2959, 8.5565, 2.8540], [14.8533, -0.4069, 4.7342], [0.2206, 1.3444, -0.2686], [-0.4258, -0.4315, -0.2429], [-1.1373, 0.1297, 1.2353]], "lowdin_charge": [0.400, 0.504, 1.237, 1.588, 1.112, -0.084, -0.454, -0.666, -0.378, -0.335, -0.495, -0.429, -0.739, -0.369, -0.382, -0.820, -0.691], "e_tot_ha": -5343.9742, "multiplicity": 2, "max_force_ha_per_bohr": 0.3033, "charge": -1, "gap_ev": [3.50, 4.91], "lumo_ev": [-0.38, -0.26]}



[3]
{"formula": "C28H51NO16P2S2", "method": "ωB97M-V/def2-TZVPD", "elements": ["C", "C", "C", "C", "C", "C", "O", "O", "S", "O", "O", "O", "C", "C", "C", "C", "C", "S", "O", "O", "O", "C", "C", "C", "C", "N", "C", "H", "H", "H", "H", "H", "H", "H", "H", "H", "H", "H", "H", "H", "H", "H", "H", "H", "H", "H", "H", "H", "O", "P", "O", "C", "C", "O", "C", "C", "O", "C", "C", "H", "H", "H", "H", "H", "H", "H", "H", "H", "H", "H", "H", "H", "H", "H", "O", "P", "O", "C", "C", "O", "C", "C", "O", "C", "C", "H", "H", "H", "H", "H", "H", "H", "H", "H", "H", "H", "H", "H", "H", "H"], "xyz": [[0.1675, -0.9395, -0.6467], [-0.1345, 0.1963, -0.8858], [-0.6542, 1.5135, -1.4412], [-0.0972, 1.5322, -2.8615], [-0.3779, 2.7613, -3.7266], [0.0153, 4.0959, -3.1038], [0.4213, 2.5759, -4.9055], [-0.0977, 2.4980, -0.5260], [-1.0982, 2.7662, 0.7028], [-0.6155, 2.3050, 1.9508], [-1.7770, 4.0145, 0.6733], [-2.2110, 1.6802, 0.2505], [-2.1747, 1.4628, -1.1599], [-3.0570, 2.5101, -1.8994], [-4.2932, 2.9733, -1.1233], [-5.5447, 2.0801, -1.3553], [-6.2734, 1.6271, -0.0837], [-6.6198, 2.9403, 1.0803], [-6.6294, 4.1948, 0.3977], [-7.8009, 2.6091, 1.8101], [-5.4163, 2.8610, 2.1373], [-2.8619, 0.1221, -1.3967], [-2.8492, -0.4572, -2.6636], [-3.5203, -1.6520, -2.8496], [-4.1826, -2.2068, -1.7608], [-4.2001, -1.6975, -0.5386], [-3.5470, -0.5480, -0.3945], [0.5374, -1.9374, -0.5984], [-0.3997, 0.6312, -3.3860], [0.9904, 1.4777, -2.7559], [-1.4214, 2.7869, -4.0529], [-0.5373, 4.3338, -2.1954], [1.0925, 4.1283, -2.9470], [-0.2487, 4.8858, -3.8119], [-0.0556, 2.9436, -5.6531], [-2.4337, 3.3928, -2.0661], [-3.3501, 2.1418, -2.8820], [-4.0969, 3.1443, -0.0704], [-4.5563, 3.9506, -1.5268], [-6.2594, 2.6479, -1.9512], [-5.3091, 1.1774, -1.9219], [-5.7562, 0.8242, 0.4446], [-7.2509, 1.2402, -0.3722], [-4.7017, 2.3179, 1.7752], [-2.3477, -0.0011, -3.5073], [-3.5556, -2.1613, -3.8022], [-4.7313, -3.1308, -1.9159], [-3.5626, -0.0993, 0.5922], [-1.3560, -3.5629, 2.2541], [-0.6776, -3.9828, 3.4993], [-1.7833, -3.8821, 4.6851], [-3.1147, -4.3459, 4.4709], [-3.2392, -5.8554, 4.5878], [0.2607, -2.6822, 3.8363], [0.5976, -1.7542, 2.8002], [-0.3084, -0.5392, 2.8292], [0.3514, -4.9940, 4.1712], [0.6515, -4.9341, 5.5794], [0.0509, -6.1290, 6.3104], [-3.4850, -4.0131, 3.4995], [-3.7378, -3.8712, 5.2290], [-2.4752, -6.3659, 3.9971], [-4.2227, -6.1821, 4.2489], [-3.1265, -6.1726, 5.6253], [0.5599, -2.2422, 1.8279], [1.6336, -1.4503, 2.9617], [-1.3483, -0.8163, 3.0069], [-0.2513, 0.0098, 1.8976], [-0.0177, 0.1291, 3.6410], [0.3198, -3.9937, 6.0093], [1.7372, -4.9589, 5.6569], [-0.7652, -6.5705, 5.7453], [-0.3090, -5.8436, 7.2985], [0.7978, -6.9125, 6.4450], [4.7698, -0.7432, -2.0073], [5.9394, 0.1234, -1.7494], [5.3606, 1.6243, -1.5226], [4.1958, 1.8310, -0.7269], [4.5024, 1.8098, 0.7610], [6.5963, 0.2675, -3.2458], [6.3062, -0.6954, -4.2613], [5.2103, -0.2038, -5.1894], [7.3519, 0.2639, -1.0339], [8.1298, 1.4736, -1.1342], [8.1479, 2.2156, 0.1967], [3.4230, 1.0967, -0.9651], [3.7944, 2.8095, -0.9941], [5.1003, 0.9416, 1.0470], [3.5751, 1.8008, 1.3355], [5.0599, 2.7033, 1.0447], [6.0356, -1.6520, -3.8169], [7.2274, -0.8560, -4.8237], [4.4025, 0.2752, -4.6373], [4.7947, -1.0276, -5.7714], [5.6054, 0.5414, -5.8820], [7.7671, 2.1048, -1.9399], [9.1387, 1.1610, -1.3986], [7.3116, 1.9236, 0.8255], [8.1237, 3.2943, 0.0444], [9.0552, 1.9816, 0.7550]], "forces_ev_per_angstrom": [[0.3065, 0.2507, -0.4414], [-0.3755, 0.2080, -0.6152], [0.7243, -3.2199, 1.1130], [0.3323, 1.5183, 0.0452], [0.1725, 0.1972, -0.3753], [-0.4971, 0.1494, -0.2936], [-0.0643, -0.3032, 0.0988], [-0.6499, 1.2222, 0.1243], [-2.0104, -0.9759, 0.5642], [0.9123, 0.2354, -0.3845], [0.9141, 0.5842, -0.7517], [0.7294, 0.3369, 0.1890], [-1.7694, -0.0635, -0.5538], [0.9220, 0.9032, 0.6341], [-0.6085, -0.3333, -0.8622], [0.0255, 0.2649, 0.4951], [0.2195, -0.0923, -0.4185], [-1.2340, 0.0387, 0.1309], [0.6707, 0.0511, -0.1147], [0.1154, -0.3159, 0.2055], [-0.0020, -0.0584, -0.4436], [0.6086, -0.3088, -0.4397], [-0.2051, -0.1955, -0.0439], [-0.0364, 0.1763, 0.3124], [-0.1879, -0.6497, -0.3476], [0.0014, 0.3675, -0.3662], [0.2600, 0.4596, 0.5671], [-0.1110, -0.0124, 0.3398], [-0.0765, -0.0680, 0.1600], [-0.0236, -0.0874, -0.0303], [-0.0836, -0.0280, 0.2666], [0.2349, -0.1259, 0.1477], [-0.0334, -0.0276, 0.1993], [0.1629, -0.0266, -0.0531], [0.0716, 0.0607, -0.0559], [-0.0983, 0.0253, -0.0266], [0.0832, -0.1349, 0.0258], [0.2475, -0.0402, -0.0498], [0.1177, 0.0831, 0.1862], [-0.0001, -0.0434, -0.0124], [0.0819, 0.0158, 0.0255], [0.0022, 0.0384, 0.0479], [-0.0880, 0.0541, 0.2813], [0.1783, 0.1441, 0.1233], [0.0119, 0.1013, 0.0555], [0.0569, 0.0961, -0.0468], [0.0119, -0.0183, 0.1614], [0.0357, -0.2024, 0.0794], [0.5841, -2.8739, -0.8782], [0.1067, 5.0935, 3.1359], [0.3872, -0.5789, -0.2557], [-0.5509, -0.0920, -0.1710], [0.1079, 0.0128, 0.2154], [0.0319, -0.4949, -0.0533], [-0.2309, 0.3037, -0.0614], [0.0356, -0.0522, 0.3546], [-0.6512, -1.3867, -2.0226], [-0.0154, -0.1633, 0.5041], [0.2628, -0.1704, 0.0335], [0.2074, 0.0634, -0.0497], [0.1401, 0.0904, 0.0427], [-0.0899, 0.0100, -0.1062], [0.0147, 0.0293, -0.0605], [0.0594, -0.0214, -0.0085], [-0.1088, -0.0737, 0.0284], [0.0015, -0.0928, 0.1460], [0.0169, -0.1813, -0.1500], [0.0712, -0.0081, -0.0158], [-0.0073, 0.0449, -0.0392], [-0.1467, 0.0603, -0.2058], [0.0030, 0.0659, -0.2141], [-0.1157, 0.1605, 0.0222], [-0.0519, 0.0202, -0.0323], [-0.0214, -0.0083, -0.0167], [0.8665, -1.3515, 2.5653], [0.0200, 3.4753, -4.8344], [0.3517, -0.4380, 0.3661], [-0.4941, 0.0180, 0.3320], [0.0664, 0.2036, -0.0008], [0.1124, -0.0797, 0.4118], [-0.2677, -0.0260, -0.1886], [0.0556, 0.2064, -0.1497], [-0.9920, -1.8176, 1.4476], [0.2193, 0.4581, 0.1798], [0.2891, -0.0855, 0.0944], [0.1790, -0.1416, -0.1144], [0.1449, 0.0079, -0.1452], [-0.1273, -0.0889, -0.0451], [-0.0073, -0.0440, -0.0182], [0.0450, -0.0272, 0.0255], [-0.0836, 0.0590, 0.0972], [0.0674, 0.1163, 0.0797], [-0.0176, -0.1739, 0.1389], [0.0278, -0.0010, -0.0119], [-0.0127, -0.0119, -0.0144], [-0.2263, -0.1341, -0.0240], [-0.0938, -0.1951, -0.0710], [-0.1325, 0.0821, -0.1207], [-0.0637, -0.0097, -0.0067], [-0.0227, -0.0090, 0.0129]], "lowdin_charge": [0.189, -0.035, -0.342, -0.044, -0.412, -0.026, -0.034, -0.127, 0.643, -0.198, -0.196, -0.169, -0.343, -0.085, -0.156, -0.185, -0.219, 0.596, -0.260, -0.277, -0.141, -0.145, -0.013, -0.038, -0.142, 0.101, -0.092, 0.061, 0.126, 0.144, 0.131, 0.067, 0.094, 0.089, 0.092, 0.105, 0.125, 0.080, 0.124, 0.116, 0.106, 0.092, 0.112, 0.070, 0.115, 0.107, 0.107, 0.122, -0.219, 0.517, -0.199, -0.274, -0.080, -0.209, -0.276, -0.071, -0.202, -0.243, -0.058, 0.108, 0.120, 0.073, 0.079, 0.072, 0.077, 0.118, 0.084, 0.026, 0.079, 0.109, 0.122, 0.055, 0.081, 0.074, -0.217, 0.518, -0.198, -0.275, -0.072, -0.214, -0.287, -0.074, -0.201, -0.241, -0.057, 0.100, 0.118, 0.074, 0.078, 0.074, 0.102, 0.115, 0.072, 0.076, 0.072, 0.109, 0.122, 0.055, 0.081, 0.074], "e_tot_ha": -3835.1853, "max_force_ha_per_bohr": 0.1163, "smiles": "C#C[C@]1(C[C@@H](C)O)OS(=O)(=O)O[C@]1(CCCCS(=O)(=O)O)c1cccnc1.CCOP(=O)(OCC)OCC.CCOP(=O)(OCC)OCC", "gap_ev": 10.20, "lumo_ev": 0.18}